Density functional theory data (wB97M-V/def2-TZVPD) for a cluster of 11 separate species, C36H101N7O15 in total in a non-equilibrium geometry.

Computed properties:
HOMO (eV): -8.560
E_LUMO (eV): 0.31
Kohn-Sham gap (eV): 8.87
SMILES: COC[C@H](C)N.COC[C@H](C)N.COC[C@H](C)N.COC[C@H](C)N.COC[C@H](C)N.COC[C@H](C)N.COC[C@H](C)N.OCCO.OCCO.OCCO.OCCO

Positions of all 159 atoms, in Å:
C: 1.06 1.03 -4.08
O: 2.04 0.39 -3.29
C: 2.06 -1.01 -3.44
C: 3.13 -1.64 -2.61
C: 3.41 -3.08 -3.13
N: 2.81 -1.61 -1.17
H: 1.29 2.09 -4.10
H: -0.03 0.81 -3.83
H: 1.12 0.65 -5.13
H: 1.16 -1.49 -3.05
H: 2.35 -1.28 -4.47
H: 4.07 -1.07 -2.75
H: 2.52 -3.70 -2.95
H: 4.16 -3.57 -2.52
H: 3.67 -3.02 -4.22
H: 3.39 -2.19 -0.61
H: 2.86 -0.64 -0.75
C: -3.17 -3.50 4.76
O: -1.75 -3.32 4.93
C: -1.20 -2.67 3.88
C: 0.31 -2.93 3.79
C: 1.00 -3.07 5.19
N: 0.99 -1.96 2.94
H: -3.36 -4.25 4.00
H: -3.66 -2.59 4.40
H: -3.61 -3.72 5.75
H: -1.66 -2.88 2.91
H: -1.30 -1.58 4.09
H: 0.52 -3.89 3.38
H: 0.50 -3.80 5.82
H: 1.02 -2.16 5.76
H: 2.01 -3.30 5.05
H: 1.23 -1.19 3.61
H: 0.28 -1.62 2.32
C: -7.90 -0.53 -1.16
O: -6.69 -1.04 -1.66
C: -5.73 -0.01 -1.77
C: -4.74 -0.43 -2.84
C: -4.15 -1.77 -2.52
N: -3.71 0.64 -2.83
H: -7.76 -0.07 -0.16
H: -8.50 -1.42 -0.94
H: -8.33 0.14 -1.87
H: -6.32 0.96 -2.00
H: -5.31 0.22 -0.76
H: -5.32 -0.50 -3.78
H: -3.54 -1.69 -1.60
H: -3.51 -2.03 -3.35
H: -4.89 -2.51 -2.30
H: -3.99 1.35 -3.54
H: -2.78 0.23 -3.13
C: -1.47 -8.12 -2.57
O: -0.58 -7.07 -2.33
C: -1.06 -6.26 -1.28
C: -0.12 -5.13 -0.88
C: 1.32 -5.71 -0.75
N: -0.56 -4.46 0.36
H: -1.00 -8.79 -3.28
H: -2.36 -7.78 -3.15
H: -1.68 -8.66 -1.66
H: -2.06 -5.86 -1.52
H: -1.17 -6.79 -0.33
H: -0.06 -4.46 -1.78
H: 1.24 -6.45 0.02
H: 2.06 -4.90 -0.50
H: 1.76 -6.17 -1.61
H: -0.32 -3.45 0.31
H: -0.15 -4.85 1.18
C: 0.20 1.90 4.66
O: 1.35 2.25 3.90
C: 1.53 3.68 3.66
C: 2.09 3.87 2.21
C: 2.49 5.32 1.95
N: 1.13 3.42 1.32
H: 0.05 0.84 4.43
H: -0.67 2.49 4.47
H: 0.38 1.84 5.73
H: 0.51 4.11 3.76
H: 2.16 4.19 4.40
H: 3.01 3.25 2.21
H: 2.84 5.36 0.90
H: 3.39 5.62 2.49
H: 1.64 6.03 2.05
H: 0.47 2.79 1.70
H: 1.45 2.93 0.54
C: 0.70 7.53 -2.63
O: -0.27 6.53 -2.24
C: 0.31 5.35 -1.67
C: -0.69 4.41 -1.18
C: -1.56 4.03 -2.29
N: -1.46 4.80 0.00
H: 0.64 7.67 -3.71
H: 1.72 7.21 -2.33
H: 0.46 8.38 -2.05
H: 1.03 4.97 -2.44
H: 0.83 5.73 -0.80
H: -0.09 3.56 -0.81
H: -0.95 3.64 -3.08
H: -2.09 4.89 -2.60
H: -2.23 3.22 -2.01
H: -0.79 5.18 0.66
H: -2.20 5.43 -0.12
C: 7.82 3.44 -1.94
O: 6.44 3.39 -1.59
C: 5.95 2.10 -1.51
C: 4.49 2.22 -1.21
C: 3.80 3.04 -2.34
N: 4.27 2.82 0.07
H: 7.90 3.44 -3.03
H: 8.38 2.66 -1.45
H: 8.11 4.41 -1.58
H: 6.24 1.54 -2.43
H: 6.51 1.57 -0.74
H: 4.01 1.24 -1.01
H: 4.25 4.01 -2.34
H: 2.72 3.12 -2.07
H: 3.83 2.63 -3.33
H: 4.65 2.16 0.79
H: 4.84 3.69 0.13
O: -3.63 2.09 -0.26
C: -3.60 1.26 0.94
C: -3.16 2.13 2.09
O: -1.82 2.63 1.89
H: -3.55 1.50 -1.06
H: -4.61 0.84 1.10
H: -2.97 0.39 0.71
H: -3.20 1.70 3.09
H: -3.90 2.98 2.06
H: -1.82 3.39 1.29
O: 3.53 -1.90 1.75
C: 3.73 -0.46 1.84
C: 4.10 0.05 3.22
O: 3.08 -0.02 4.17
H: 2.62 -2.10 2.11
H: 4.54 -0.25 1.18
H: 2.84 0.07 1.48
H: 4.49 1.04 3.21
H: 4.88 -0.67 3.61
H: 2.44 0.67 3.94
O: -5.69 -2.02 0.86
C: -4.40 -2.47 1.14
C: -4.51 -3.99 1.08
O: -3.40 -4.75 1.45
H: -5.78 -2.16 -0.11
H: -3.64 -2.06 0.52
H: -4.20 -2.18 2.15
H: -4.98 -4.26 0.12
H: -5.28 -4.26 1.81
H: -2.73 -4.52 0.81
O: 1.07 1.07 -0.57
C: -0.31 0.61 -0.46
C: -0.61 -0.76 -1.07
O: 0.20 -1.78 -0.45
H: 1.47 0.94 -1.42
H: -0.55 0.54 0.60
H: -0.95 1.42 -0.96
H: -0.57 -0.80 -2.18
H: -1.62 -0.96 -0.85
H: 1.08 -1.74 -0.85

Atom charges from the Löwdin analysis, given in e for atoms 1 to 99: -0.091, -0.204, -0.217, -0.411, -0.038, 0.067, 0.081, 0.094, 0.096, 0.120, 0.133, 0.138, 0.071, 0.079, 0.095, 0.067, 0.084, -0.063, -0.170, -0.253, -0.387, -0.026, 0.063, 0.074, 0.074, 0.100, 0.114, 0.134, 0.114, 0.077, 0.075, 0.054, 0.079, 0.065, -0.104, -0.230, -0.218, -0.412, -0.041, 0.038, 0.105, 0.098, 0.081, 0.151, 0.109, 0.150, 0.067, 0.082, 0.077, 0.107, 0.097, -0.122, -0.177, -0.242, -0.410, -0.055, 0.063, 0.081, 0.099, 0.088, 0.125, 0.126, 0.142, 0.065, 0.088, 0.057, 0.054, 0.065, -0.080, -0.225, -0.130, -0.469, -0.064, 0.093, 0.073, 0.073, 0.084, 0.126, 0.122, 0.111, 0.061, 0.068, 0.086, 0.055, 0.028, -0.075, -0.204, -0.221, -0.470, -0.054, 0.081, 0.085, 0.090, 0.070, 0.139, 0.106, 0.111, 0.076, 0.083


Density functional theory data (wB97M-V/def2-TZVPD) for a cluster of 12 separate species, C36H104N16O12 in total in a non-equilibrium geometry.

Computed properties:
HOMO (eV): -8.530
E_LUMO (eV): 0.08
Kohn-Sham gap (eV): 8.62
SMILES: COC[C@H](C)N.COC[C@H](C)N.COC[C@H](C)N.COC[C@H](C)N.COC[C@H](C)N.COC[C@H](C)N.COC[C@H](C)N.COC[C@H](C)N.NC(N)=O.NC(N)=O.NC(N)=O.NC(N)=O

Positions of all 168 atoms, in Å:
C: -1.51 -2.10 -4.48
O: -1.50 -0.68 -4.61
C: -1.76 0.00 -3.40
C: -3.21 -0.08 -2.94
C: -4.15 0.48 -4.03
N: -3.52 0.62 -1.71
H: -2.52 -2.45 -4.21
H: -0.88 -2.39 -3.64
H: -1.21 -2.49 -5.44
H: -1.13 -0.37 -2.57
H: -1.50 1.04 -3.62
H: -3.55 -1.12 -2.91
H: -4.01 -0.09 -4.94
H: -3.95 1.54 -4.24
H: -5.18 0.37 -3.69
H: -2.84 0.51 -0.95
H: -3.54 1.62 -1.89
C: 2.00 -3.48 -2.84
O: 1.40 -4.07 -3.96
C: 2.13 -3.85 -5.15
C: 1.83 -4.95 -6.13
C: 2.14 -6.32 -5.55
N: 2.59 -4.80 -7.38
H: 1.36 -3.76 -2.00
H: 1.97 -2.38 -2.88
H: 3.02 -3.79 -2.60
H: 1.89 -2.86 -5.57
H: 3.22 -3.81 -4.97
H: 0.75 -4.98 -6.37
H: 1.88 -7.14 -6.22
H: 1.55 -6.54 -4.65
H: 3.18 -6.36 -5.22
H: 2.12 -4.16 -8.01
H: 2.71 -5.67 -7.87
C: 1.44 1.17 -3.97
O: 2.45 2.14 -4.09
C: 2.52 3.02 -2.99
C: 3.97 3.55 -2.90
C: 4.39 4.34 -4.14
N: 4.85 2.40 -2.76
H: 1.73 0.30 -4.58
H: 0.50 1.44 -4.46
H: 1.27 0.82 -2.95
H: 1.84 3.86 -3.15
H: 2.39 2.56 -2.00
H: 4.13 4.20 -2.05
H: 3.76 5.22 -4.31
H: 4.44 3.77 -5.06
H: 5.39 4.72 -3.92
H: 4.93 2.11 -1.79
H: 4.53 1.63 -3.32
C: 0.03 -8.64 3.48
O: -0.96 -8.56 2.46
C: -1.17 -7.26 1.97
C: 0.00 -6.70 1.17
C: -0.33 -5.35 0.58
N: 0.18 -7.61 -0.03
H: -0.03 -9.64 3.88
H: -0.14 -7.80 4.16
H: 1.03 -8.49 3.06
H: -2.01 -7.28 1.28
H: -1.45 -6.59 2.81
H: 0.98 -6.71 1.64
H: -0.34 -4.50 1.27
H: -1.27 -5.35 0.02
H: 0.37 -5.08 -0.22
H: -0.55 -8.32 0.02
H: 0.97 -8.23 0.18
C: 1.14 7.75 2.94
O: 1.25 6.65 2.06
C: 0.88 6.91 0.72
C: -0.42 6.15 0.35
C: -0.04 4.83 -0.29
N: -1.32 6.89 -0.54
H: 0.16 8.22 2.76
H: 1.86 8.55 2.69
H: 1.29 7.41 3.96
H: 0.69 7.98 0.60
H: 1.66 6.56 0.05
H: -0.96 5.86 1.26
H: 0.62 4.92 -1.16
H: -0.85 4.20 -0.66
H: 0.54 4.20 0.39
H: -0.78 7.32 -1.29
H: -1.70 7.69 -0.04
C: 1.10 2.23 3.44
O: 1.79 2.67 4.57
C: 1.16 3.76 5.19
C: 2.09 4.46 6.15
C: 2.47 3.62 7.37
N: 1.47 5.72 6.56
H: 1.82 1.73 2.78
H: 0.59 3.03 2.90
H: 0.33 1.47 3.66
H: 0.88 4.49 4.41
H: 0.25 3.44 5.73
H: 3.05 4.64 5.63
H: 3.02 2.72 7.09
H: 1.55 3.33 7.90
H: 3.00 4.22 8.11
H: 1.88 6.16 7.37
H: 1.60 6.36 5.79
C: -3.71 -5.20 -1.83
O: -3.22 -4.26 -0.88
C: -4.13 -3.20 -0.76
C: -3.66 -2.17 0.29
C: -3.07 -2.85 1.51
N: -4.71 -1.22 0.62
H: -3.12 -6.11 -1.72
H: -3.62 -4.82 -2.85
H: -4.78 -5.40 -1.70
H: -4.25 -2.63 -1.70
H: -5.14 -3.55 -0.53
H: -2.82 -1.71 -0.23
H: -2.54 -2.13 2.13
H: -2.44 -3.70 1.26
H: -3.87 -3.24 2.16
H: -5.55 -1.75 0.84
H: -4.93 -0.70 -0.22
C: -6.65 3.37 2.83
O: -5.54 3.45 1.97
C: -4.85 2.22 1.82
C: -3.93 1.89 3.00
C: -2.96 3.04 3.21
N: -3.14 0.67 2.74
H: -6.46 2.74 3.70
H: -7.49 2.92 2.29
H: -6.94 4.36 3.15
H: -5.59 1.41 1.71
H: -4.28 2.27 0.89
H: -4.54 1.69 3.89
H: -3.49 3.97 3.44
H: -2.37 3.22 2.31
H: -2.26 2.89 4.05
H: -2.65 0.81 1.85
H: -3.84 -0.03 2.50
N: -0.46 -1.44 3.64
C: -0.77 -1.15 4.94
N: -1.42 0.04 5.08
O: -0.42 -1.85 5.88
H: -0.11 -2.37 3.47
H: -0.88 -0.93 2.88
H: -1.63 0.58 4.25
H: -1.76 0.33 5.98
N: 5.93 2.31 0.96
C: 4.57 2.17 0.72
N: 4.02 1.00 1.17
O: 3.90 3.07 0.22
H: 6.35 1.64 1.58
H: 6.49 3.04 0.58
H: 4.60 0.29 1.57
H: 3.04 1.01 1.00
N: 5.38 -1.26 -1.14
C: 4.24 -0.85 -1.82
N: 4.36 -0.57 -3.13
O: 3.17 -0.76 -1.21
H: 6.23 -1.30 -1.69
H: 5.23 -1.98 -0.46
H: 5.23 -0.69 -3.63
H: 3.55 -0.25 -3.63
N: 0.86 0.59 -0.24
C: -0.22 -0.17 0.11
N: -0.05 -1.52 -0.04
O: -1.24 0.34 0.58
H: 0.85 1.55 0.06
H: 1.70 0.14 -0.58
H: 0.85 -1.89 -0.29
H: -0.73 -2.15 0.34

Atom charges from the Löwdin analysis, given in e for atoms 1 to 99: -0.075, -0.188, -0.215, -0.439, -0.053, 0.063, 0.076, 0.085, 0.090, 0.112, 0.120, 0.099, 0.076, 0.082, 0.077, 0.041, 0.081, -0.120, -0.185, -0.226, -0.446, -0.066, 0.033, 0.072, 0.069, 0.095, 0.126, 0.125, 0.137, 0.077, 0.078, 0.085, 0.070, 0.063, -0.112, -0.181, -0.193, -0.413, -0.072, 0.055, 0.085, 0.082, 0.071, 0.122, 0.105, 0.124, 0.073, 0.072, 0.071, 0.036, 0.025, -0.087, -0.193, -0.228, -0.397, -0.078, 0.036, 0.089, 0.093, 0.079, 0.130, 0.131, 0.127, 0.063, 0.061, 0.064, 0.061, 0.062, -0.093, -0.197, -0.195, -0.422, -0.081, 0.032, 0.091, 0.090, 0.061, 0.114, 0.122, 0.138, 0.065, 0.074, 0.069, 0.071, 0.068, -0.107, -0.156, -0.221, -0.450, -0.060, 0.041, 0.068, 0.081, 0.065, 0.117, 0.133, 0.139, 0.077, 0.082


Density functional theory data (wB97M-V/def2-TZVPD) for a structure of composition C36H108N2O20Pd in a non-equilibrium geometry.

Computed properties:
Expectation value of S²: 2.007
Spin multiplicity: 3
HOMO (spin up / spin down) (eV): -5.399 / -5.338
E_LUMO (spin up / spin down) (eV): 0.23 / 0.14
Kohn-Sham gap (spin up / spin down) (eV): 5.63 / 5.48

Positions of all 167 atoms, in Å:
Pd: 2.75 -48.98 22.59
C: 1.23 -45.88 19.98
C: 0.30 -45.49 21.12
C: -1.03 -45.08 20.45
C: -2.23 -45.05 21.43
C: -2.31 -46.37 22.17
C: -1.04 -46.73 22.95
N: 0.07 -46.68 21.99
O: 1.14 -47.29 22.34
C: -1.25 -48.19 23.39
C: -0.87 -45.83 24.18
C: 0.83 -44.30 21.91
H: 0.77 -46.59 19.30
H: 2.21 -46.21 20.33
H: 1.42 -44.96 19.41
H: -1.30 -45.71 19.60
H: -0.85 -44.06 20.10
H: -3.07 -44.93 20.75
H: -2.24 -44.18 22.08
H: -2.54 -47.15 21.44
H: -3.19 -46.39 22.81
H: -2.22 -48.26 23.88
H: -0.52 -48.61 24.08
H: -1.30 -48.80 22.50
H: -0.95 -44.76 24.00
H: 0.10 -46.08 24.62
H: -1.59 -46.09 24.96
H: 1.17 -43.49 21.27
H: 1.65 -44.60 22.57
H: 0.08 -43.87 22.57
C: 4.67 -46.96 26.25
C: 4.70 -46.00 25.06
C: 5.53 -44.76 25.43
C: 6.12 -43.97 24.29
C: 6.72 -44.91 23.23
C: 5.72 -45.95 22.70
N: 5.15 -46.63 23.85
O: 4.46 -47.81 23.53
C: 6.52 -46.94 21.86
C: 4.73 -45.23 21.76
C: 3.26 -45.43 24.91
H: 5.59 -47.53 26.31
H: 3.82 -47.63 26.14
H: 4.47 -46.41 27.18
H: 6.38 -45.02 26.07
H: 4.93 -44.04 25.99
H: 6.93 -43.30 24.59
H: 5.37 -43.33 23.80
H: 7.55 -45.41 23.73
H: 7.14 -44.32 22.40
H: 7.00 -47.70 22.48
H: 7.25 -46.42 21.24
H: 5.86 -47.54 21.23
H: 3.99 -45.92 21.36
H: 5.31 -44.85 20.90
H: 4.26 -44.34 22.18
H: 2.44 -46.15 24.95
H: 3.19 -44.83 24.00
H: 3.01 -44.75 25.74
C: 5.26 -50.60 26.30
O: 6.34 -49.99 26.98
H: 4.66 -51.16 27.01
H: 4.62 -49.88 25.78
H: 5.64 -51.31 25.56
H: 6.84 -49.46 26.33
C: 6.78 -48.38 18.52
O: 6.30 -49.19 19.60
H: 6.04 -48.45 17.72
H: 6.94 -47.34 18.81
H: 7.73 -48.78 18.14
H: 7.01 -49.81 19.83
C: 8.99 -50.27 21.54
O: 8.42 -50.68 20.28
H: 8.24 -49.68 22.06
H: 9.20 -51.12 22.19
H: 9.89 -49.68 21.41
H: 8.68 -51.58 20.11
C: 3.13 -48.59 19.24
O: 3.71 -48.96 20.47
H: 3.49 -47.66 18.80
H: 3.30 -49.39 18.50
H: 2.06 -48.45 19.35
H: 4.67 -48.89 20.34
C: 8.24 -42.81 27.33
O: 8.22 -41.40 27.47
H: 8.83 -43.20 26.50
H: 8.64 -43.26 28.24
H: 7.22 -43.21 27.29
H: 8.31 -40.98 26.61
C: 6.84 -41.15 21.99
O: 7.06 -39.80 22.34
H: 7.58 -41.85 22.40
H: 5.85 -41.51 22.27
H: 7.01 -41.23 20.90
H: 6.51 -39.25 21.79
C: 4.50 -41.07 27.00
O: 4.43 -40.95 28.42
H: 5.55 -41.07 26.71
H: 4.01 -42.00 26.72
H: 4.03 -40.20 26.53
H: 5.18 -40.46 28.75
C: 3.04 -48.15 29.57
O: 1.68 -48.20 29.12
H: 3.25 -47.18 30.00
H: 3.14 -48.86 30.39
H: 3.72 -48.33 28.73
H: 1.38 -49.10 29.00
C: 10.16 -42.95 23.51
O: 11.25 -43.60 24.17
H: 10.60 -42.21 22.84
H: 9.53 -43.66 22.98
H: 9.53 -42.43 24.24
H: 11.74 -42.93 24.66
C: 1.66 -49.18 25.64
O: 1.75 -49.96 24.45
H: 2.48 -49.45 26.31
H: 1.71 -48.12 25.43
H: 0.73 -49.38 26.20
H: 1.50 -50.85 24.70
C: 5.51 -50.61 22.62
O: 4.12 -50.83 22.83
H: 5.63 -49.82 21.89
H: 6.02 -50.28 23.52
H: 5.97 -51.52 22.21
H: 4.01 -51.53 23.48
C: 8.80 -43.84 19.87
O: 8.19 -43.67 18.59
H: 8.57 -43.04 20.58
H: 8.31 -44.73 20.27
H: 9.86 -44.05 19.77
H: 8.11 -42.73 18.41
C: 8.56 -47.53 25.21
O: 7.46 -48.41 25.01
H: 8.91 -47.12 24.26
H: 8.26 -46.71 25.86
H: 9.39 -48.08 25.65
H: 6.78 -47.88 24.56
C: 7.42 -47.11 29.18
O: 7.48 -45.81 28.57
H: 6.49 -47.22 29.72
H: 7.46 -47.89 28.41
H: 8.26 -47.22 29.87
H: 8.39 -45.67 28.31
C: 3.92 -44.40 29.51
O: 5.19 -44.71 30.06
H: 3.19 -44.03 30.24
H: 3.98 -43.57 28.79
H: 3.55 -45.28 28.98
H: 5.70 -45.13 29.35
C: 10.29 -46.84 21.46
O: 11.01 -47.60 22.42
H: 10.62 -47.07 20.45
H: 9.24 -47.10 21.58
H: 10.46 -45.77 21.59
H: 11.02 -47.13 23.26
C: 1.46 -42.38 25.20
O: 1.13 -41.03 25.50
H: 1.56 -42.92 26.15
H: 0.71 -42.86 24.56
H: 2.40 -42.42 24.65
H: 0.23 -41.05 25.85
C: -0.02 -45.18 27.91
O: 0.22 -45.86 29.11
H: -0.86 -45.61 27.34
H: -0.20 -44.11 28.05
H: 0.84 -45.20 27.22
H: 0.71 -46.68 28.95

Atom charges from the Löwdin analysis, given in e for atoms 1 to 99: 0.744, -0.029, -0.462, -0.130, -0.175, -0.149, -0.479, -0.092, -0.080, -0.019, -0.009, -0.014, 0.084, 0.050, 0.098, 0.119, 0.122, 0.113, 0.108, 0.126, 0.125, 0.091, 0.059, 0.094, 0.063, 0.076, 0.088, 0.099, 0.069, 0.053, -0.008, -0.470, -0.133, -0.177, -0.133, -0.494, -0.193, -0.287, -0.029, -0.010, -0.022, 0.069, 0.049, 0.075, 0.098, 0.094, 0.092, 0.093, 0.101, 0.090, 0.070, 0.058, 0.054, 0.063, 0.086, 0.064, 0.050, 0.056, 0.059, -0.177, -0.138, 0.078, 0.057, 0.072, 0.026, -0.111, -0.174, 0.078, 0.074, 0.083, 0.038, -0.093, -0.128, 0.068, 0.092, 0.069, 0.097, -0.148, -0.194, 0.086, 0.086, 0.062, 0.026, -0.164, -0.107, 0.071, 0.076, 0.063, 0.070, -0.162, -0.109, 0.051, 0.078, 0.075, 0.076, -0.142, -0.122, 0.066, 0.051